ORCA calculation (wB97M-V/def2-TZVPD) on one molecule with the formula C2H2N4O2 at a distorted geometry.

Each line ends with the Löwdin charge.
Cartesian coordinates (Å):
C  2.29  -0.22  -0.05  -0.013
C  -0.21  0.79  0.11  -0.468
H  3.11  -0.70  -0.54  0.080
H  2.31  0.77  0.43  0.101
N  1.30  -0.95  -0.29  0.064
N  0.21  -0.50  0.57  0.026
N  -1.98  -0.42  -0.19  0.071
N  -1.61  0.77  -0.11  0.118
O  -0.94  -1.23  0.04  -0.063
O  0.52  1.76  -0.06  0.082

net charge	0
molecular weight	114.06	u
LUMO level	-0.89	eV
gap between HOMO and LUMO	10.098	eV
ΔE to the lowest compared entry with this formula, charge and spin	630.48	kJ/mol
E_tot	-12156.2128	eV
F_max	3.7	eV/A

ORCA calculation (wB97M-V/def2-TZVPD) on a 2-piece molecular cluster, C2H2N5O2 overall at a distorted geometry.

Each line ends with the Löwdin charge.
Cartesian coordinates (Å):
C  -1.14  0.16  -0.06  -0.264
C  1.53  0.49  -0.33  0.056
N  -3.09  0.37  -0.43  -0.155
N  -1.92  0.81  -0.87  -0.078
N  -1.63  -0.55  0.94  -0.070
N  -2.97  -0.45  0.68  -0.114
N  2.04  -0.63  0.20  -0.522
O  2.17  -1.63  -0.46  0.025
O  2.34  -0.61  1.41  -0.012
H  1.28  0.67  -1.37  0.075
H  1.39  1.35  0.29  0.060

net charge	-1
molecular weight	128.07	u
LUMO level (spin up / spin down)	2.72 / 1.54	eV
gap between HOMO and LUMO (spin up / spin down)	8.406 / 6.939	eV
ΔE to the lowest compared entry with this formula, charge and spin	448.68	kJ/mol
E_tot	-13645.2164	eV
F_max	4.4	eV/A

ORCA calculation (wB97M-V/def2-TZVPD) on one molecule with the formula C2H2N6 at a distorted geometry.

Each line ends with the Löwdin charge.
Cartesian coordinates (Å):
C  -0.02  -0.70  0.09  -0.270
C  0.00  0.68  0.03  -0.358
H  1.76  1.97  -0.08  0.161
H  -1.78  1.93  0.30  0.221
N  -2.05  -0.12  -0.07  -0.015
N  -1.31  -1.15  -0.03  0.062
N  1.30  -1.14  0.02  0.046
N  2.05  -0.19  -0.01  0.003
N  1.27  1.06  -0.06  0.102
N  -1.24  1.01  0.02  0.048

net charge	0
molecular weight	110.08	u
LUMO level	0.37	eV
gap between HOMO and LUMO	10.000	eV
ΔE to the lowest compared entry with this formula, charge and spin	41.44	kJ/mol
E_tot	-11043.4760	eV
F_max	6.8	eV/A

ORCA calculation (wB97M-V/def2-TZVPD) on one molecule with the formula C2H2N6 at a distorted geometry.

Each line ends with the Löwdin charge.
Cartesian coordinates (Å):
C  -0.99  0.36  0.04  -0.592
C  1.10  0.98  -0.29  -0.095
H  -2.33  -1.01  0.31  0.167
H  2.02  1.50  -0.40  0.093
N  -1.88  -0.02  0.86  0.140
N  -0.21  1.50  -0.32  0.175
N  1.59  -0.01  0.66  0.044
N  1.10  -1.11  0.57  0.003
N  0.29  -1.47  -0.62  0.051
N  -0.71  -0.72  -0.81  0.014

net charge	0
molecular weight	110.08	u
LUMO level	-1.69	eV
gap between HOMO and LUMO	8.137	eV
ΔE to the lowest compared entry with this formula, charge and spin	400.24	kJ/mol
E_tot	-11039.7572	eV
F_max	6.0	eV/A

ORCA calculation (wB97M-V/def2-TZVPD) on C2H2NO2 as an isolated structure at a distorted geometry.

Each line ends with the Löwdin charge.
Cartesian coordinates (Å):
C  0.92  0.02  -0.57  -0.395
C  -1.89  0.15  0.12  -0.539
N  1.31  -0.81  0.25  -0.218
O  -2.33  0.69  -0.81  0.107
O  -1.97  -0.34  1.19  0.099
H  1.46  0.91  -0.95  -0.056
H  2.49  -0.62  0.77  0.003

net charge	-1
molecular weight	72.04	u
LUMO level (spin up / spin down)	3.97 / 3.97	eV
gap between HOMO and LUMO (spin up / spin down)	5.285 / 5.284	eV
ΔE to the lowest compared entry with this formula, charge and spin	295.69	kJ/mol
E_tot	-7689.3579	eV
F_max	4.3	eV/A

ORCA calculation (wB97M-V/def2-TZVPD) on C2H2NO2S as an isolated structure at a distorted geometry.

Each line ends with the Löwdin charge.
Cartesian coordinates (Å):
C  -1.27  -0.05  0.46  -0.652
C  -0.10  -0.84  0.87  -0.205
N  -1.63  -0.80  -0.46  0.060
O  1.03  1.43  0.18  -0.443
O  2.29  -0.68  -0.34  -0.468
S  1.00  0.02  -0.21  0.532
H  -1.82  0.90  1.02  0.122
H  0.50  0.01  -1.52  0.053

net charge	-1
molecular weight	104.11	u
LUMO level (spin up / spin down)	3.95 / 3.95	eV
gap between HOMO and LUMO (spin up / spin down)	8.204 / 8.206	eV
ΔE to the lowest compared entry with this formula, charge and spin	555.06	kJ/mol
E_tot	-18522.6765	eV
F_max	4.2	eV/A

ORCA calculation (wB97M-V/def2-TZVPD) on a 2-piece molecular cluster, C2H2NO3 overall at a distorted geometry.

Each line ends with the Löwdin charge.
Cartesian coordinates (Å):
C  0.50  0.17  0.77  -0.102
C  -0.54  0.87  -2.53  -0.446
N  -1.07  1.73  -1.96  -0.141
O  -0.35  -0.25  -2.96  -0.066
O  -1.13  2.98  -1.53  -0.330
O  0.93  -0.60  1.64  -0.066
H  0.64  1.26  0.72  0.079
H  -0.09  -0.15  -0.12  0.072

net charge	-1
molecular weight	88.04	u
LUMO level	3.93	eV
gap between HOMO and LUMO	6.954	eV
ΔE to the lowest compared entry with this formula, charge and spin	473.50	kJ/mol
E_tot	-9736.7453	eV
F_max	3.2	eV/A

ORCA calculation (wB97M-V/def2-TZVPD) on an isolated ion of composition C2H2NO3 and charge -1 at a distorted geometry.

Each line ends with the Löwdin charge.
Cartesian coordinates (Å):
C  -0.55  -0.94  -0.67  0.019
C  0.83  0.84  0.46  -0.581
N  -0.35  -0.11  0.35  -0.295
O  0.50  2.19  0.24  -0.188
O  -1.14  0.11  1.28  -0.079
O  1.87  0.24  0.70  0.002
H  -1.46  -1.38  -0.90  0.026
H  0.30  -0.96  -1.46  0.096

net charge	-1
molecular weight	88.04	u
LUMO level (spin up / spin down)	4.31 / 4.31	eV
gap between HOMO and LUMO (spin up / spin down)	8.775 / 8.775	eV
ΔE to the lowest compared entry with this formula, charge and spin	395.54	kJ/mol
E_tot	-9737.5533	eV
F_max	7.1	eV/A

ORCA calculation (wB97M-V/def2-TZVPD) on an isolated ion of composition C2H2NO3 and charge -1 at a distorted geometry.

Each line ends with the Löwdin charge.
Cartesian coordinates (Å):
C  1.21  -0.01  -0.16  0.000
C  -1.22  0.41  -0.08  -0.633
N  0.14  -0.46  0.34  -0.295
O  -0.94  1.36  -0.83  -0.054
O  -0.10  -1.52  0.94  -0.106
O  -2.19  -0.09  0.46  0.004
H  2.03  -0.65  -0.20  0.056
H  1.06  0.96  -0.47  0.029

net charge	-1
molecular weight	88.04	u
LUMO level	4.42	eV
gap between HOMO and LUMO	8.566	eV
ΔE to the lowest compared entry with this formula, charge and spin	309.23	kJ/mol
E_tot	-9738.4478	eV
F_max	2.6	eV/A

ORCA calculation (wB97M-V/def2-TZVPD) on C2H2NO3 as an isolated structure at a distorted geometry.

Each line ends with the Löwdin charge.
Cartesian coordinates (Å):
C  -1.09  -0.18  -0.56  -0.105
C  1.30  0.65  0.39  -0.626
N  -0.23  -0.50  0.34  -0.256
O  0.92  1.75  0.08  0.012
O  -0.17  -1.71  0.98  -0.276
O  2.23  0.04  0.73  0.089
H  -1.96  -0.92  -0.89  0.086
H  -1.00  0.87  -1.07  0.076

net charge	-1
molecular weight	88.04	u
LUMO level	4.31	eV
gap between HOMO and LUMO	8.028	eV
ΔE to the lowest compared entry with this formula, charge and spin	342.41	kJ/mol
E_tot	-9738.1039	eV
F_max	3.7	eV/A

ORCA calculation (wB97M-V/def2-TZVPD) on a 2-piece molecular cluster, C2H2NO3 overall at a distorted geometry.

Each line ends with the Löwdin charge.
Cartesian coordinates (Å):
C  -1.41  -0.08  1.75  -0.812
C  1.37  0.03  -1.51  -0.146
N  -0.29  0.42  1.34  0.069
O  -2.17  -0.49  2.63  -0.043
O  -1.51  0.05  0.37  -0.152
O  2.03  0.25  -2.49  -0.043
H  1.77  -0.24  -0.61  0.031
H  0.21  0.06  -1.48  0.095

net charge	-1
molecular weight	88.04	u
LUMO level	3.92	eV
gap between HOMO and LUMO	7.368	eV
ΔE to the lowest compared entry with this formula, charge and spin	445.54	kJ/mol
E_tot	-9737.0351	eV
F_max	3.4	eV/A

ORCA calculation (wB97M-V/def2-TZVPD) on an isolated ion of composition C2H2NO3S and charge -1 at a distorted geometry.

Each line ends with the Löwdin charge.
Cartesian coordinates (Å):
C  -0.23  0.97  0.00  -0.601
C  -1.12  -0.47  0.20  -0.377
N  1.02  0.69  0.01  -0.262
O  -0.87  2.00  -0.12  0.013
O  2.81  -0.75  -0.98  -0.624
O  -0.38  -1.47  0.36  -0.145
S  2.15  -0.41  0.31  0.764
H  -1.74  0.02  1.03  0.115
H  -1.63  -0.57  -0.81  0.117

2S+1	3
net charge	-1
molecular weight	120.11	u
LUMO level (spin up / spin down)	3.83 / 2.28	eV
<S²>	2.01
gap between HOMO and LUMO (spin up / spin down)	6.291 / 7.379	eV
ΔE to the lowest compared entry with this formula, charge and spin	0.00	kJ/mol
E_tot	-20572.0394	eV
F_max	2.7	eV/A

E_tot of number 12 (C2H2NO3S)?
-20572.0394 eV